(1)
Formula: C28H48NO4Si
Source: the OMol25 dataset
Level of theory: wB97M-V/def2-TZVPD

⟨S²⟩ = 0.754
E = -47371.515 eV
highest occupied orbital energy (spin up / spin down) = -8.608 / -9.210 eV
E_LUMO (spin up / spin down) = 0.72 / 0.25 eV

Geometry as ORCA input:
```
! RIJCOSX wB97M-V def2-TZVPD def2/J DEFGRID3
* xyz 0 2
C 4.83 -2.94 0.92
Si 3.03 -2.60 0.38
C 3.08 -2.41 -1.50
C 2.47 -1.07 1.32
C 0.96 -0.72 1.26
C 0.48 -0.23 -0.14
C -0.44 -1.21 -0.88
C -1.87 -1.22 -0.32
C -2.77 -2.24 -1.09
C -3.83 -2.90 -0.20
C -3.23 -3.63 1.04
C -3.73 -3.08 2.38
C -2.84 -3.56 3.54
O -1.78 -2.59 3.50
C -2.47 -1.40 3.32
O -2.08 -0.33 3.71
O -3.60 -1.67 2.60
C 2.07 -4.19 0.77
C 2.81 -5.36 0.95
C 2.21 -6.58 1.20
C 0.83 -6.66 1.32
C 0.07 -5.53 1.16
C 0.69 -4.32 0.88
H 5.33 -3.54 0.15
H 4.87 -3.42 1.90
H 5.35 -1.98 1.04
H 3.61 -1.51 -1.85
H 2.06 -2.46 -1.92
H 3.60 -3.29 -1.89
H 3.00 -0.21 0.85
H 2.80 -1.06 2.37
H 0.31 -1.51 1.67
H 0.81 0.14 1.94
H 1.32 0.10 -0.77
H -0.12 0.68 0.03
H -0.02 -2.22 -0.99
H -0.54 -0.82 -1.91
H -2.30 -0.23 -0.53
H -1.90 -1.39 0.76
H -3.29 -1.74 -1.91
H -2.13 -3.01 -1.56
H -4.35 -3.68 -0.78
H -4.62 -2.21 0.13
H -3.48 -4.70 1.05
H -2.14 -3.56 1.00
H -4.76 -3.39 2.61
H -2.54 -4.61 3.58
H -3.40 -3.28 4.45
H 3.89 -5.37 0.85
H 2.85 -7.45 1.30
H 0.40 -7.64 1.53
H -1.01 -5.59 1.25
H 0.04 -3.46 0.73
C -0.37 6.33 -3.13
C -0.52 4.90 -2.58
C -1.72 4.85 -1.64
C -1.46 5.60 -0.33
C -0.20 5.08 0.35
C 1.04 5.00 -0.56
N 0.74 4.44 -1.91
O 0.69 3.14 -1.81
C 1.69 6.39 -0.72
C 2.10 4.18 0.18
C -0.82 4.06 -3.83
H -1.18 6.56 -3.82
H -0.41 7.10 -2.37
H 0.57 6.45 -3.68
H -1.97 3.81 -1.41
H -2.60 5.27 -2.13
H -1.39 6.67 -0.51
H -2.32 5.46 0.34
H 0.03 5.72 1.21
H -0.42 4.09 0.75
H 2.53 6.34 -1.41
H 2.08 6.73 0.24
H 1.01 7.16 -1.05
H 1.73 3.19 0.47
H 2.40 4.69 1.09
H 2.99 4.03 -0.44
H 0.02 4.09 -4.53
H -1.70 4.46 -4.34
H -1.04 3.02 -3.60
*
```

(2)
Formula: C28H49BrNO5PS2
Source: the OMol25 dataset
Level of theory: wB97M-V/def2-TZVPD

SMILES = CCCCCCCCCCCCCC[PH2](Br)CCCSC(=S)N1CCOCC1.O=C1C=C(O)C(=O)C=C1O
E = -142557.587 eV
highest occupied orbital energy = -8.392 eV
E_LUMO = -1.65 eV

Geometry as ORCA input:
```
! RIJCOSX wB97M-V def2-TZVPD def2/J DEFGRID3
* xyz 0 1
C 6.10 -1.59 1.86
C 4.98 -0.80 2.57
C 3.74 -1.71 2.65
C 2.89 -1.53 3.92
C 1.85 -0.40 3.87
C 0.66 -0.68 2.95
C 0.88 -0.42 1.45
C 1.79 0.77 1.13
C 1.16 2.13 1.44
C 0.43 2.67 0.19
C -1.04 3.03 0.46
C -1.87 1.93 1.14
C -2.67 1.05 0.14
C -3.89 0.55 0.98
P -4.43 -1.21 0.72
Br -6.01 -0.54 -0.92
C -3.30 -1.97 2.05
C -3.18 -3.52 1.82
C -1.86 -4.04 1.19
S -2.42 -5.03 -0.25
C -1.03 -5.50 -1.30
S -0.72 -7.09 -1.52
N -0.31 -4.48 -1.90
C -1.08 -3.82 -2.95
C -0.23 -2.64 -3.42
O 0.92 -3.16 -4.07
C 1.71 -3.80 -3.10
C 0.97 -4.97 -2.44
H 6.20 -2.60 2.27
H 7.07 -1.11 1.97
H 5.88 -1.70 0.80
H 5.37 -0.50 3.54
H 4.82 0.07 1.93
H 3.19 -1.61 1.72
H 4.11 -2.73 2.66
H 2.45 -2.48 4.22
H 3.59 -1.27 4.72
H 1.45 -0.32 4.88
H 2.37 0.53 3.68
H -0.25 -0.19 3.31
H 0.44 -1.74 3.05
H 1.24 -1.31 0.95
H -0.09 -0.20 0.98
H 2.05 0.72 0.08
H 2.74 0.70 1.65
H 1.98 2.80 1.71
H 0.51 2.08 2.31
H 0.47 1.97 -0.65
H 0.95 3.56 -0.15
H -1.05 3.97 1.01
H -1.52 3.23 -0.50
H -1.29 1.27 1.78
H -2.61 2.42 1.78
H -2.12 0.15 -0.16
H -3.03 1.62 -0.71
H -3.67 0.71 2.03
H -4.74 1.16 0.71
H -3.95 -2.12 -0.24
H -5.54 -1.62 1.51
H -3.77 -1.85 3.03
H -2.34 -1.45 2.02
H -3.37 -4.05 2.75
H -3.98 -3.77 1.12
H -1.29 -4.65 1.89
H -1.24 -3.20 0.91
H -1.98 -3.39 -2.50
H -1.30 -4.51 -3.76
H -0.79 -1.99 -4.08
H 0.13 -2.12 -2.52
H 2.55 -4.23 -3.64
H 2.03 -3.11 -2.34
H 0.79 -5.69 -3.25
H 1.57 -5.38 -1.64
C -0.12 5.11 -3.42
C -0.39 5.60 -4.63
C -0.85 7.01 -4.83
O -1.06 7.40 -5.96
C -1.03 7.85 -3.65
C -0.77 7.36 -2.44
C -0.28 5.96 -2.24
O -0.04 5.57 -1.11
O -0.92 8.09 -1.33
O -0.26 4.86 -5.73
H 0.21 4.10 -3.26
H -1.38 8.86 -3.81
H -0.66 7.50 -0.60
H -0.51 5.45 -6.47
*
```

(3)
Formula: C28H49F9NO11S
Source: the OMol25 dataset
Level of theory: wB97M-V/def2-TZVPD

E = -89125.732 eV
highest occupied orbital energy = -4.447 eV
E_LUMO = 1.74 eV

Geometry as ORCA input:
```
! RIJCOSX wB97M-V def2-TZVPD def2/J DEFGRID3
* xyz -1 1
C 10.05 -2.88 -0.07
O 10.30 -2.04 -1.25
C 9.03 -1.49 -1.80
C 8.90 0.15 -1.55
C 7.67 0.83 -2.44
C 6.26 0.95 -1.61
C 5.77 2.52 -1.34
C 5.08 2.66 0.17
C 3.81 1.59 0.37
N 2.73 1.99 -0.61
S 1.21 1.13 -0.26
O 1.62 -0.04 0.68
O 0.37 2.11 0.59
C 0.50 0.63 -1.90
F 0.99 -0.76 -2.24
F 1.09 1.52 -2.96
C -1.12 0.66 -2.05
F -1.39 0.80 -3.53
F -1.81 1.81 -1.41
C -1.90 -0.72 -1.61
F -3.37 -0.38 -1.61
F -1.74 -1.76 -2.67
C -1.56 -1.25 -0.09
F -1.53 -0.18 0.95
F -0.36 -2.16 -0.04
F -2.72 -2.15 0.29
H 11.00 -2.80 0.63
H 9.14 -2.50 0.57
H 9.82 -4.01 -0.33
H 9.03 -1.66 -2.97
H 8.08 -2.02 -1.36
H 9.92 0.62 -1.93
H 8.79 0.40 -0.40
H 7.50 0.09 -3.35
H 7.99 1.87 -2.91
H 6.30 0.31 -0.62
H 5.42 0.44 -2.30
H 6.70 3.26 -1.46
H 5.02 2.84 -2.20
H 4.62 3.76 0.26
H 5.88 2.51 1.04
H 3.41 1.75 1.48
H 4.19 0.47 0.23
O -8.47 -5.72 -1.19
C -7.70 -4.84 -0.82
O -6.37 -5.09 -0.73
C -5.37 -4.08 -0.48
C -5.21 -3.82 1.00
C -8.22 -3.50 -0.37
H -5.58 -3.17 -1.05
H -4.43 -4.48 -0.88
H -6.13 -3.44 1.44
H -4.41 -3.10 1.18
H -4.97 -4.76 1.53
H -8.54 -3.57 0.67
H -9.08 -3.24 -1.00
H -7.50 -2.69 -0.48
O -5.35 7.36 1.96
C -4.69 6.47 1.43
O -5.00 6.04 0.19
C -4.19 5.14 -0.59
C -4.48 3.70 -0.24
C -3.58 5.79 2.18
H -3.12 5.39 -0.50
H -4.45 5.32 -1.64
H -4.24 3.48 0.81
H -3.90 3.02 -0.87
H -5.55 3.48 -0.37
H -4.01 5.01 2.82
H -3.08 6.53 2.81
H -2.81 5.36 1.54
O -4.41 2.71 3.78
C -5.58 2.84 4.13
O -6.51 1.92 3.77
C -7.85 1.88 4.27
C -8.76 2.80 3.48
C -6.02 4.06 4.88
H -7.87 2.09 5.35
H -8.20 0.85 4.15
H -8.44 3.85 3.56
H -9.79 2.73 3.83
H -8.73 2.54 2.42
H -6.20 4.87 4.17
H -5.21 4.35 5.56
H -6.90 3.90 5.50
O 6.49 -3.31 0.20
C 5.83 -4.07 -0.50
O 6.27 -4.43 -1.73
C 5.67 -5.45 -2.55
C 4.52 -4.88 -3.36
C 4.47 -4.53 -0.05
H 5.37 -6.31 -1.95
H 6.45 -5.80 -3.23
H 3.72 -4.50 -2.72
H 4.10 -5.64 -4.02
H 4.86 -4.03 -3.96
H 3.73 -3.77 -0.29
H 4.50 -4.69 1.03
H 4.17 -5.48 -0.49
*
```

(4)
Formula: C28H49N2O2P3Ti
Source: the OMol25 dataset
Level of theory: wB97M-V/def2-TZVPD

relative energy (zero: lowest compared OMol25 entry of this formula, charge and spin) = 0.0 kcal/mol
E = -87846.256 eV
highest occupied orbital energy (spin up / spin down) = -19.512 / -19.512 eV
E_LUMO (spin up / spin down) = -13.99 / -14.00 eV

Geometry as ORCA input:
```
! RIJCOSX wB97M-V def2-TZVPD def2/J DEFGRID3
* xyz 4 1
Ti -0.58 0.67 -1.20
P -1.64 -1.72 -0.94
P 2.62 -1.11 0.87
P 1.16 -1.94 -2.56
H -1.68 3.84 -0.69
C -1.54 3.69 -1.77
C -2.36 3.07 -2.62
H -3.41 2.85 -2.42
C -3.30 -1.48 -0.20
C -1.25 -3.16 0.16
C -2.26 -2.70 -2.36
C 3.59 0.22 1.58
C 1.27 -1.63 1.92
C 3.66 -2.56 0.58
C 0.47 -2.18 -4.25
C 1.47 -3.73 -2.13
C 2.77 -1.25 -3.12
H -0.69 4.27 -2.15
H -2.08 2.77 -3.63
H -3.76 -0.57 -0.58
H -3.23 -1.42 0.89
H -3.92 -2.34 -0.48
H -1.49 -2.91 1.20
H -0.22 -3.50 0.11
H -1.90 -4.00 -0.13
H -2.76 -2.04 -3.07
H -3.00 -3.41 -1.97
H -1.48 -3.27 -2.87
H 4.45 -0.16 2.14
H 2.93 0.80 2.23
H 3.93 0.89 0.78
H 1.64 -2.48 2.50
H 0.46 -1.99 1.29
H 0.91 -0.85 2.61
H 3.83 -2.73 -0.50
H 3.20 -3.45 1.03
H 4.63 -2.36 1.04
H 0.60 -3.23 -4.53
H 0.96 -1.55 -5.00
H -0.59 -1.93 -4.23
H 1.41 -4.34 -3.04
H 0.70 -4.08 -1.43
H 2.45 -3.90 -1.66
H 3.33 -2.00 -3.68
H 3.40 -0.87 -2.31
H 2.54 -0.37 -3.75
C 1.35 1.61 -2.48
C 2.52 2.03 -3.17
C 2.51 2.05 -4.57
C 1.43 1.53 -5.30
C 0.28 1.13 -4.65
C 0.19 1.26 -3.25
O 1.33 1.40 -1.16
H 2.30 -0.54 -0.38
H 3.42 2.32 -2.59
H 3.37 2.49 -5.07
H 1.43 1.52 -6.39
H -0.66 0.83 -5.11
H -0.93 1.18 -2.90
C -2.32 2.05 4.92
N -2.49 1.57 3.58
N -1.41 1.42 2.78
C -1.84 1.39 1.49
O -1.05 1.36 0.48
C -3.26 1.42 1.53
C -3.61 1.63 2.83
C -4.93 1.84 3.45
C -0.10 1.31 3.37
C 0.06 0.44 4.46
C 1.22 0.49 5.22
C 2.21 1.43 4.92
C 2.02 2.32 3.86
C 0.88 2.24 3.05
H -2.00 1.23 5.57
H -3.29 2.44 5.25
H -1.56 2.85 4.98
H -3.87 1.28 0.64
H -5.07 1.12 4.27
H -4.98 2.87 3.83
H -5.70 1.70 2.68
H -0.74 -0.23 4.72
H 1.39 -0.22 6.03
H 3.12 1.46 5.53
H 2.81 3.04 3.65
H 0.73 2.92 2.22
*
```

(5)
Formula: C28H50BFeIN7O2S
Source: the OMol25 dataset
Level of theory: wB97M-V/def2-TZVPD

⟨S²⟩ = 8.758
relative energy (zero: lowest compared OMol25 entry of this formula, charge and spin) = 0.0 kcal/mol
E = -98364.179 eV
highest occupied orbital energy (spin up / spin down) = -14.157 / -14.093 eV
E_LUMO (spin up / spin down) = -4.96 / -7.41 eV

Geometry as ORCA input:
```
! RIJCOSX wB97M-V def2-TZVPD def2/J DEFGRID3
* xyz 2 6
Fe -0.06 -0.52 0.52
C 2.17 1.95 4.62
C 2.22 1.01 3.47
C 3.28 0.23 3.03
C 2.85 -0.41 1.87
N 1.57 -0.06 1.64
N 1.20 0.82 2.62
B -0.10 1.65 2.44
N -0.06 2.24 1.01
N 0.02 1.46 -0.12
C 0.04 2.31 -1.17
C -0.03 3.62 -0.70
C -0.10 3.54 0.67
C -0.19 4.65 1.66
C 0.14 1.95 -2.63
C -1.09 2.53 -3.35
C 1.42 2.57 -3.21
C 0.18 0.45 -2.86
N -1.37 0.75 2.54
N -1.76 0.01 1.46
C -3.01 -0.43 1.68
C -3.42 0.04 2.93
C -2.37 0.78 3.44
C -2.29 1.55 4.71
C -3.79 -1.23 0.67
C -5.29 -1.03 0.91
C -3.45 -2.72 0.82
C -3.44 -0.75 -0.75
C 3.62 -1.33 0.96
C 3.51 -0.82 -0.48
C 5.10 -1.34 1.37
C 3.07 -2.76 1.07
H 2.98 1.73 5.32
H 1.22 1.89 5.15
H 2.30 2.98 4.28
H 4.26 0.17 3.48
H -0.15 2.51 3.25
H -0.03 4.52 -1.29
H -0.19 5.61 1.14
H 0.66 4.64 2.35
H -1.10 4.58 2.25
H -1.14 3.61 -3.25
H -2.01 2.10 -2.95
H -1.03 2.29 -4.42
H 1.42 3.66 -3.10
H 1.49 2.34 -4.27
H 2.31 2.18 -2.71
H -0.73 -0.03 -2.50
H 1.05 0.00 -2.38
H 0.25 0.26 -3.94
H -4.38 -0.09 3.39
H -3.14 1.31 5.34
H -2.30 2.63 4.52
H -1.38 1.32 5.26
H -5.59 -1.42 1.88
H -5.85 -1.57 0.15
H -5.56 0.02 0.85
H -3.71 -3.07 1.82
H -2.38 -2.90 0.65
H -4.02 -3.31 0.10
H -3.66 0.31 -0.86
H -4.04 -1.30 -1.48
H -2.39 -0.90 -0.99
H 3.89 0.20 -0.57
H 2.47 -0.82 -0.84
H 4.10 -1.45 -1.15
H 5.53 -0.34 1.33
H 5.66 -1.97 0.68
H 5.23 -1.74 2.37
H 2.01 -2.80 0.79
H 3.16 -3.14 2.09
H 3.62 -3.43 0.41
N 0.63 -2.22 3.79
C -0.08 -2.79 2.83
O -0.25 -2.28 1.71
C -0.68 -4.13 3.11
I 0.55 -5.62 2.20
H 1.12 -1.36 3.64
H 0.77 -2.69 4.67
H -1.65 -4.21 2.64
H -0.75 -4.36 4.17
C -1.26 -3.82 -1.91
S 0.06 -2.65 -2.16
C 1.45 -3.74 -1.96
O 0.06 -1.80 -0.87
H -1.24 -4.50 -2.76
H -2.20 -3.28 -1.90
H -1.10 -4.36 -0.98
H 1.43 -4.44 -2.80
H 1.37 -4.26 -1.01
H 2.35 -3.14 -2.01
*
```